(1)
C15H18N2O4S2 in the gas phase. Source: OMol25; level of theory: ωB97M-V with the def2-TZVPD basis set.

Geometry as XYZ:
```
41
Properties=species:S:1:pos:R:3:forces:R:3:nbo_charge:R:1
C 0.98672 0.25308 2.70576 0.0974 0.1164 0.0040 -0.251
O -0.03750 -0.69443 2.90122 -0.2363 0.0216 0.0799 -0.540
C -0.26693 -1.57020 1.82670 -0.1890 -0.0248 -0.2147 -0.075
C -1.20939 -1.02389 0.73991 0.1223 -0.4872 0.5434 -0.246
N -0.60196 0.00375 -0.07465 0.0609 -0.0840 -0.0225 -0.375
C 0.31330 -0.32853 -0.99492 0.5534 0.1585 -0.6657 0.334
N 0.71072 -1.55264 -1.16985 -0.5404 -0.1243 0.4494 -0.657
C 1.61395 -1.73940 -2.15842 0.0299 -0.1238 -0.0566 0.660
O 2.06680 -0.83789 -2.85099 0.3637 -0.2505 -0.3790 -0.610
C 2.00625 -3.18491 -2.34395 0.0644 -0.1768 0.2494 -0.622
S 2.17938 -4.01231 -0.74399 0.3769 -0.1208 -0.1038 0.201
C 0.52507 -4.62588 -0.52228 0.4597 0.2567 -0.3179 0.437
C 0.36098 -5.34122 0.78262 -0.2316 -0.1282 0.0751 -0.726
O -0.31462 -4.48201 -1.36523 -0.4862 -0.1921 0.0550 -0.557
S 0.89503 1.04307 -1.91445 -0.3423 0.5169 0.2984 0.449
C -0.15734 2.08528 -0.96724 -0.1661 -0.4813 0.2812 -0.132
C -0.29101 3.45896 -1.08641 -0.0866 0.2196 0.0618 -0.334
C -1.17103 4.11546 -0.23599 0.0054 -0.2760 0.0535 0.302
O -1.40141 5.45288 -0.24204 -0.1493 -0.0539 0.1779 -0.488
C -0.71346 6.24998 -1.17746 0.0812 0.1008 -0.1103 -0.253
C -1.89208 3.38388 0.71963 0.0867 0.2182 -0.1533 -0.244
C -1.75808 2.01897 0.83472 0.0902 -0.1294 -0.0670 -0.212
C -0.88565 1.35699 -0.02319 0.0134 0.8427 -0.2511 0.082
H 1.21737 0.65681 3.69036 0.0681 0.0484 -0.0553 0.194
H 0.67532 1.07422 2.05181 0.0496 -0.0174 0.0306 0.169
H 1.88422 -0.21654 2.28753 0.0020 0.0069 0.0040 0.170
H 0.67712 -1.87318 1.35569 -0.0705 -0.0268 0.0481 0.192
H -0.74546 -2.45003 2.26600 0.0254 -0.0130 -0.1137 0.190
H -2.10927 -0.61802 1.20112 0.0243 -0.0491 -0.0691 0.216
H -1.47231 -1.85711 0.08230 -0.0693 0.0827 0.0523 0.239
H 1.20164 -3.70749 -2.86854 0.0833 0.0709 -0.0492 0.277
H 2.94448 -3.26951 -2.88807 -0.0762 0.0070 -0.0043 0.249
H 0.85238 -6.31042 0.71226 0.0273 -0.0694 0.0138 0.248
H -0.69517 -5.49264 0.99177 -0.0215 0.0095 -0.0023 0.238
H 0.83358 -4.78164 1.58474 0.0341 0.0389 0.1010 0.237
H 0.28991 3.97757 -1.83017 0.0465 0.1636 -0.0839 0.228
H -0.95142 5.95772 -2.20487 0.0152 -0.0009 0.0259 0.177
H -1.05643 7.26839 -1.00361 0.0614 -0.0558 -0.0566 0.203
H 0.36933 6.20146 -1.02608 -0.0264 -0.0089 -0.0118 0.177
H -2.55902 3.92623 1.36959 -0.0881 0.0624 0.0895 0.229
H -2.31401 1.48521 1.58866 -0.0627 -0.0473 0.0938 0.224
```
Positions in Å, forces in eV/Å.

Values from the calculation:
Total energy = -48687.8975 eV
Energy above the lowest of the compared OMol25 structures with the same formula, charge and spin = 0.00 kcal/mol
Maximum force = 0.9 eV Å⁻¹
Frontier orbital gap = 8.63 eV
Structure (SMILES) = COCCn1/c(=N/C(=O)CSC(C)=O)sc2cc(OC)ccc21


(2)
C15H18N4O3 in the gas phase in a non-equilibrium geometry. Source: OMol25; level of theory: ωB97M-V with the def2-TZVPD basis set.

Geometry as XYZ:
```
40
Properties=species:S:1:pos:R:3:forces:R:3:nbo_charge:R:1
N -1.55736 -0.62760 1.60066 -2.2116 -0.6992 0.3717 -0.852
C -1.45673 0.00336 0.22376 -0.7637 -3.9012 -1.6255 -0.163
C -2.41397 0.99477 -0.38420 -2.3001 -0.2847 -2.7412 -0.449
C -3.84659 0.33108 -0.38860 0.5020 2.1266 4.2818 0.000
C -4.57434 0.48631 0.91858 2.6304 -0.0330 0.3598 -0.233
C -5.80060 -0.02148 1.15795 -3.5352 0.7288 -1.0722 -0.225
C -6.58398 -0.44291 -0.08865 0.6183 -0.9565 3.1986 -0.197
C -5.76472 -0.81481 -1.14094 -6.2302 0.4218 -1.1652 -0.242
C -4.46359 -0.43425 -1.30516 2.1942 -0.7080 -2.9527 -0.243
C -0.14731 0.50127 -0.22138 6.2946 4.2157 -0.1603 0.671
O 0.04978 1.52326 -1.04459 -0.7999 -4.5348 2.5984 -0.694
N 0.94666 -0.01858 0.50843 -3.2197 -0.4045 -0.7276 -0.624
C 2.42809 0.11289 0.44696 -2.5329 -1.4428 0.3550 -0.138
C 3.13429 -0.78095 -0.66835 -1.0213 1.7774 -0.5768 -0.435
C 4.54297 -0.61647 -0.33307 3.7732 -0.6393 -2.0732 0.097
C 5.55467 0.20202 -0.90910 -1.0316 -0.4394 2.0662 -0.133
N 6.78601 -0.24119 -0.33561 -1.4618 1.8681 -2.5699 -0.524
C 6.45046 -1.34553 0.30905 1.4076 -4.0317 0.8010 0.190
N 5.13373 -1.64836 0.33723 2.4682 0.8933 0.3552 -0.478
C 2.85907 1.55313 0.51684 5.4379 2.4621 2.8054 0.742
O 3.82234 1.70406 1.36053 -4.1798 0.3607 -3.4712 -0.579
O 2.47576 2.61041 -0.33655 0.2596 -3.8292 1.6537 -0.660
H -2.13932 -1.60973 1.60795 1.8439 3.4272 -0.5075 0.392
H -2.13402 -0.01419 2.22715 0.9702 -0.6997 -0.7057 0.377
H -1.53297 -1.02962 -0.35681 -0.0217 2.2181 0.2252 0.231
H -2.09356 1.19855 -1.52917 -0.6376 -0.6821 2.8103 0.276
H -2.35350 2.01652 0.07596 -0.4001 -1.0836 -0.1072 0.246
H -4.05281 0.88743 1.89275 -0.6702 -0.4239 -2.3807 0.203
H -6.24200 0.18876 2.21149 0.4480 -0.7296 -2.1326 0.225
H -7.75021 -0.67510 -0.12894 2.8757 0.6188 0.3816 0.230
H -6.55987 -1.07211 -1.97391 2.7294 -0.1699 0.8168 0.226
H -3.97613 -0.76734 -2.28634 -0.4458 0.8439 1.4793 0.223
H 0.51200 -0.60375 1.25131 1.0501 0.3808 -0.5125 0.430
H 2.69695 -0.40930 1.46815 0.0786 1.4134 -2.1753 0.270
H 2.80606 -1.78043 -0.42474 0.1198 -0.3463 -0.1049 0.241
H 3.02430 -0.63265 -1.81924 -0.5544 0.3984 2.2122 0.242
H 5.40725 1.18283 -1.31199 0.2925 0.2391 -0.3527 0.220
H 7.71243 0.07804 -0.71926 -1.5203 -0.8151 1.0418 0.435
H 7.31051 -2.12429 0.46499 -1.9957 1.5720 0.4200 0.191
H 1.79021 2.13595 -0.87317 -0.4608 0.8885 -0.1191 0.512
```
Positions in Å, forces in eV/Å.

Values from the calculation:
Total energy = -27945.3111 eV
Energy above the lowest of the compared OMol25 structures with the same formula, charge and spin = 140.42 kcal/mol
Maximum force = 7.6 eV Å⁻¹
Frontier orbital gap = 8.69 eV
Structure (SMILES) = N[C@@H](Cc1ccccc1)C(=O)N[C@@H](Cc1c[nH]cn1)C(=O)O


(3)
C15H18N4O3 in the gas phase in a non-equilibrium geometry. Source: OMol25; level of theory: ωB97M-V with the def2-TZVPD basis set.

Geometry as XYZ:
```
40
Properties=species:S:1:pos:R:3:forces:R:3:nbo_charge:R:1
N 1.08623 0.32588 3.15128 -2.3292 -0.2693 0.5416 -0.817
C 0.56421 0.84015 1.91525 0.7023 0.2455 -0.7275 -0.110
C 1.34843 2.18152 1.73599 -0.0749 -0.3884 -0.7735 -0.428
C 0.96823 2.81882 0.43915 -1.6097 1.3459 0.6497 -0.043
C 1.62603 2.61796 -0.74875 1.8462 0.8046 0.2056 -0.213
C 1.26519 3.26993 -1.92509 1.9840 -2.1637 0.1000 -0.190
C 0.14259 4.00092 -1.89996 -1.7249 0.3976 -1.8487 -0.242
C -0.60281 4.20215 -0.80769 -0.6118 -0.2434 4.8654 -0.195
C -0.14755 3.64925 0.43743 -1.5178 -0.2490 -0.6422 -0.199
C 0.89666 -0.14177 0.72054 -1.6059 0.0931 0.1659 0.676
O 1.90895 -0.81281 0.59208 -0.6960 0.9162 0.4772 -0.615
N -0.22849 -0.29626 -0.09268 1.2869 -1.0714 0.6611 -0.664
C -0.09947 -1.35693 -1.14684 -0.6722 1.4105 0.8885 -0.180
C -1.25886 -2.36586 -1.13354 -0.2346 -0.3196 0.8769 -0.418
C -1.08507 -3.46274 -0.08411 -1.4987 1.1362 -0.1658 0.118
C -2.14340 -3.85402 0.71414 1.6080 -0.4776 -0.6534 -0.146
N -1.69018 -4.95980 1.39206 -0.5810 -0.2502 1.9836 -0.497
C -0.40008 -5.08593 1.11258 1.5493 2.2067 -3.5132 0.149
N 0.01527 -4.20771 0.13817 -1.0528 -1.3132 1.6764 -0.459
C -0.12280 -0.55682 -2.40659 0.7380 -0.4278 -3.5071 0.793
O 0.46850 -1.03066 -3.36961 -1.1644 1.4933 0.9729 -0.578
O -0.88207 0.67373 -2.55640 1.3992 -2.8148 0.5538 -0.718
H 0.94037 -0.65642 3.28436 -0.1662 -0.4269 -0.0284 0.366
H 2.04100 0.49541 3.18719 1.9973 0.2217 0.1231 0.362
H -0.59596 1.01514 1.91623 2.1870 -0.2177 0.2139 0.194
H 1.10058 2.79645 2.60857 0.1357 0.0500 -0.3023 0.231
H 2.45297 2.05921 1.67369 -0.6462 -0.5531 0.5100 0.220
H 2.59631 2.17459 -0.58045 0.1609 -0.6846 -0.8033 0.214
H 1.80737 3.05985 -2.86223 -0.2897 0.2612 0.6124 0.221
H -0.39037 4.19993 -2.78468 0.0606 0.9125 -1.4947 0.209
H -1.54430 4.75336 -0.74962 0.3218 -0.1357 -0.5671 0.215
H -0.77507 3.64495 1.37487 0.6832 0.5826 -1.1167 0.205
H -0.90867 0.49288 -0.17060 0.9037 -1.2789 -0.0880 0.429
H 0.86287 -1.99270 -1.06165 -1.3649 1.7361 -0.0421 0.314
H -1.31934 -2.85927 -2.10214 0.0823 0.0970 -0.1912 0.237
H -2.24610 -1.88672 -0.93690 0.7148 -0.1267 -0.2449 0.216
H -2.98668 -3.32010 0.99798 -1.6134 0.4398 0.1256 0.213
H -2.16088 -5.45536 2.17221 0.4755 0.6893 -1.0562 0.426
H 0.33683 -5.75761 1.37977 0.5840 -1.7742 1.2314 0.208
H -0.84044 0.78739 -3.52403 0.0338 0.1460 0.3311 0.499
```
Positions in Å, forces in eV/Å.

Values from the calculation:
Total energy = -27948.9711 eV
Energy above the lowest of the compared OMol25 structures with the same formula, charge and spin = 56.02 kcal/mol
Maximum force = 4.9 eV Å⁻¹
Frontier orbital gap = 9.36 eV
Structure (SMILES) = N[C@@H](Cc1ccccc1)C(=O)N[C@@H](Cc1c[nH]cn1)C(=O)O